--- one ---
11
Properties=species:S:1:pos:R:3 method="wB97M-V/def2-TZVPD" charge=0 e_homo_ev=-8.17 gap_ha=0.3292
C -0.833 -0.694 -0.986
C -1.354 -0.463 1.359
C 1.463 0.934 -0.326
N -0.998 -0.722 0.192
N 0.991 0.983 -1.462
Cl 2.618 -0.405 -0.244
H -0.369 -1.555 -1.482
H -2.355 -0.960 1.691
H -0.677 -0.137 1.993
H 1.234 1.340 0.711
H 0.281 1.679 -1.444


--- two ---
11
Properties=species:S:1:pos:R:3 method="wB97M-V/def2-TZVPD" charge=0 e_homo_ev=-8.69 smiles="Cl[C@@H]1C=NNC1" gap_ha=0.3549
Cl 1.267 2.068 -0.536
C 0.837 0.427 -0.118
C 0.155 -0.290 -1.323
N -0.909 -0.957 -0.984
N -1.067 -0.841 0.378
C -0.155 0.093 0.975
H 1.759 -0.095 0.137
H 0.559 -0.233 -2.300
H -2.055 -0.827 0.687
H -0.651 1.004 1.162
H 0.261 -0.348 1.921


Q: What are the energies relative to the best structure? A: one 278.5; two 0.0, in kJ/mol.


--- one ---
15
Properties=species:S:1:pos:R:3 method="wB97M-V/def2-TZVPD" charge=0 e_homo_ev=-8.97 smiles=CSC[Si](C)(Cl)Cl gap_ha=0.3548
C -0.093 2.345 1.045
S 0.787 0.785 0.540
C -0.681 -0.360 0.757
Si -0.198 -2.143 0.218
C 0.715 -2.489 -1.416
Cl -1.814 -3.339 0.000
Cl 0.802 -3.026 1.766
H 0.647 2.869 1.531
H -0.885 2.087 1.657
H -0.283 2.777 0.015
H -1.597 -0.087 0.167
H -0.955 -0.542 1.727
H 1.088 -3.491 -1.477
H 0.180 -2.209 -2.266
H 1.739 -1.933 -1.641


--- two ---
15
Properties=species:S:1:pos:R:3 method="wB97M-V/def2-TZVPD" charge=0 e_homo_ev="-7.59 / -7.90" gap_ha="0.2408 / 0.2881"
C 1.384 0.437 -2.315
C -0.355 0.371 2.605
C -2.119 0.236 0.538
Si 0.469 -0.907 -1.307
S -1.943 -0.385 2.128
Cl -0.100 -2.394 -2.490
Cl 1.954 -1.504 -0.032
H 0.747 0.853 -3.131
H 1.540 1.287 -1.755
H 2.259 0.040 -2.589
H -0.415 1.343 2.882
H 0.454 0.421 1.910
H -0.035 0.008 3.509
H -1.287 0.746 0.179
H -2.553 -0.553 -0.132


Q: What are the energies relative to the best structure? A: one 0.0; two 346.6, in kJ/mol.


--- one ---
11
Properties=species:S:1:pos:R:3 method="wB97M-V/def2-TZVPD" charge=-1 e_homo_ev=-4.93 gap_ha=0.3239
C 1.911 -0.001 0.057
N -2.528 0.690 -0.496
N -2.627 -0.196 0.154
O -0.423 -1.004 -0.950
O -2.810 -1.127 0.805
O -0.030 1.355 -0.926
O -0.490 0.161 1.229
S 0.036 0.122 -0.137
H 2.283 0.990 -0.224
H 2.349 -0.161 1.053
H 2.329 -0.829 -0.565


--- two ---
11
Properties=species:S:1:pos:R:3 method="wB97M-V/def2-TZVPD" charge=-1 e_homo_ev="-5.25 / -5.25" smiles="C/N=N/OS(=O)(=O)[O-]" gap_ha="0.3382 / 0.3381"
C 1.982 0.013 -0.258
N 0.632 0.119 0.136
N 0.013 -1.214 0.274
O -1.225 -1.220 0.362
S -1.938 0.365 0.251
O -1.472 1.197 1.325
O -3.315 -0.090 0.419
O -1.729 0.785 -1.110
H 2.463 -1.066 -0.593
H 2.005 0.478 -1.241
H 2.584 0.633 0.436


Q: What are the energies relative to the best structure? A: one 0.0; two 164.5, in kJ/mol.


--- one ---
5
Properties=species:S:1:pos:R:3 method="wB97M-V/def2-TZVPD" charge=0 e_homo_ev=-12.56 smiles="N#C[N+](=O)[O-]" gap_ha=0.3806
N -0.611 1.427 1.164
C -0.214 0.662 0.433
N 0.205 -0.407 -0.321
O 1.392 -0.614 -0.421
O -0.772 -1.068 -0.855


--- two ---
5
Properties=species:S:1:pos:R:3 method="wB97M-V/def2-TZVPD" charge=0 e_homo_ev=-12.98 smiles="O=C=O.N#N" gap_ha=0.4950
O -0.257 1.052 -0.147
C 0.418 1.747 -0.812
O 0.968 2.293 -1.620
N -0.657 -3.063 1.293
N -0.486 -1.981 1.272


Q: What are the energies relative to the best structure? A: one 621.5; two 0.0, in kJ/mol.


--- one ---
17
Properties=species:S:1:pos:R:3 method="wB97M-V/def2-TZVPD" charge=-1 e_homo_ev=-2.76 smiles=C[C@@H](CS)NC[O-] gap_ha=0.2149
C 1.796 -0.034 0.820
C 0.369 0.145 0.278
C 0.189 0.145 -1.239
S 0.517 1.626 -2.296
N -0.478 -0.827 1.004
C -1.926 -0.632 0.663
O -2.236 -1.064 -0.595
H 1.822 0.518 1.777
H 2.709 0.011 0.240
H 1.841 -1.019 1.335
H 0.003 1.120 0.621
H -0.904 0.066 -1.337
H 0.658 -0.722 -1.705
H 0.581 3.063 -2.379
H -0.266 -1.776 0.704
H -2.083 0.467 0.702
H -2.591 -1.086 1.408


--- two ---
17
Properties=species:S:1:pos:R:3 method="wB97M-V/def2-TZVPD" charge=-1 e_homo_ev=-2.77 smiles=C[C@@H](CS)NC[O-] gap_ha=0.2208
C 0.947 -0.710 1.578
C 0.193 0.021 0.484
C 0.822 -0.179 -0.910
S 2.478 0.633 -0.994
N -1.230 -0.243 0.550
C -2.075 0.644 -0.368
O -1.985 0.397 -1.660
H 2.021 -0.593 1.428
H 0.704 -1.773 1.575
H 0.630 -0.315 2.541
H 0.277 1.100 0.658
H 0.166 0.312 -1.623
H 0.921 -1.226 -1.191
H 2.415 0.941 -2.286
H -1.429 -1.176 0.183
H -1.766 1.673 -0.034
H -3.089 0.493 0.069


Q: What are the energies relative to the best structure? A: one 225.9; two 0.0, in kJ/mol.


--- one ---
24
Properties=species:S:1:pos:R:3 method="wB97M-V/def2-TZVPD" charge=0 e_homo_ev=-9.11 gap_ha=0.3585
C -3.172 1.454 0.501
C 2.737 -0.264 -0.623
C 0.919 -1.109 0.944
C 1.406 -2.410 -1.272
C -3.201 2.875 1.009
C 1.400 -1.050 -0.521
N 0.530 -0.175 -1.326
O -0.609 1.882 1.105
S -1.912 1.863 1.797
H -2.999 1.058 -0.506
H -3.908 0.905 1.098
H 2.868 0.035 -1.668
H 2.638 0.591 -0.086
H 3.620 -0.834 -0.196
H 1.202 -0.330 1.598
H 1.325 -1.947 1.527
H -0.203 -1.334 0.905
H 2.222 -2.947 -0.662
H 0.432 -2.861 -1.292
H 1.802 -2.334 -2.306
H -0.371 -0.696 -1.204
H -2.877 3.796 0.539
H -4.162 3.111 1.469
H 0.316 0.721 -0.830


--- two ---
24
Properties=species:S:1:pos:R:3 method="wB97M-V/def2-TZVPD" charge=0 e_homo_ev=-7.36 smiles="CC(C(C)C)=[S@](C)(N)=O" gap_ha=0.2900
C -1.242 0.850 1.459
C -0.046 0.399 0.781
C 0.158 0.849 -0.585
C 0.688 2.345 -0.626
C -1.083 0.850 -1.480
S 0.129 -1.388 0.865
C 1.843 -1.906 0.790
N -0.350 -2.542 -0.475
O -0.460 -2.105 1.970
H -2.192 0.572 1.064
H -1.187 0.477 2.591
H -1.216 1.933 1.551
H 0.977 0.281 -0.986
H 0.554 2.877 -1.614
H 0.225 3.078 0.115
H 1.869 2.243 -0.462
H -1.618 -0.192 -1.542
H -1.860 1.545 -1.093
H -0.755 1.195 -2.419
H 1.853 -2.991 0.892
H 2.263 -1.974 -0.181
H 2.549 -1.359 1.550
H 0.171 -2.319 -1.346
H -1.272 -2.717 -0.818


Q: What are the energies relative to the best structure? A: one 0.0; two 184.8, in kJ/mol.


--- one ---
22
Properties=species:S:1:pos:R:3 method="wB97M-V/def2-TZVPD" charge=0 e_homo_ev=-8.65 gap_ha=0.3532
C 1.416 -1.015 -0.110
C -0.081 -0.872 -0.265
C -0.484 1.769 0.751
C 2.217 -0.983 -1.380
C -1.890 0.248 -1.231
C -0.749 1.206 2.000
N -0.508 0.282 -0.760
O 1.994 -0.402 1.007
O 1.850 -1.883 0.893
H -0.599 -1.802 -0.517
H -0.501 -0.943 1.159
H -1.262 2.305 0.227
H 0.531 2.049 0.508
H 1.913 -1.803 -2.033
H 2.025 -0.043 -1.897
H 3.276 -1.074 -1.146
H -2.176 1.231 -1.604
H -2.597 -0.039 -0.439
H -1.996 -0.470 -2.050
H -0.678 -0.212 1.752
H -1.753 1.281 2.405
H 0.053 1.169 2.729


--- two ---
22
Properties=species:S:1:pos:R:3 method="wB97M-V/def2-TZVPD" charge=0 e_homo_ev=-9.53 smiles="C=CCCC(=O)NC.O" gap_ha=0.3833
C -1.727 -1.978 -1.048
C -1.843 -0.864 -0.332
C -1.885 0.497 -0.891
C -0.813 1.498 -0.317
C 0.051 0.829 0.768
O -0.294 0.415 1.873
N 1.329 0.483 0.399
C 2.037 0.762 -0.868
H -1.814 -1.970 -2.140
H -1.495 -2.971 -0.662
H -1.986 -0.964 0.742
H -2.930 0.814 -0.847
H -1.552 0.496 -1.927
H -0.081 1.576 -1.118
H -1.105 2.485 0.037
H 1.771 -0.132 1.065
H 2.108 1.833 -1.005
H 1.579 0.294 -1.748
H 3.034 0.353 -0.688
O 2.238 -1.084 2.724
H 1.338 -0.905 2.401
H 2.039 -1.469 3.583


Q: What are the energies relative to the best structure? A: one 603.5; two 0.0, in kJ/mol.


--- one ---
14
Properties=species:S:1:pos:R:3 method="wB97M-V/def2-TZVPD" charge=+1 e_homo_ev=-13.76 gap_ha=0.2712
C 1.526 -1.446 -0.315
N 2.104 -0.298 -0.241
C 1.587 1.066 -0.155
N 0.501 1.421 0.321
C -0.706 1.044 0.719
C -1.417 0.009 0.198
S -3.083 -0.231 0.181
O -3.636 -1.489 0.561
O -3.601 0.478 -0.926
H 2.106 -2.368 -0.347
H 0.446 -1.660 -0.525
H 3.057 -0.205 -0.432
H 2.378 1.886 -0.517
H -1.263 1.793 1.475


--- two ---
14
Properties=species:S:1:pos:R:3 method="wB97M-V/def2-TZVPD" charge=+1 e_homo_ev="-11.54 / -13.38" gap_ha="0.1847 / 0.3103"
C -2.463 -0.421 -0.375
C -1.793 0.890 -0.183
C 0.645 0.321 0.182
C 0.753 -1.034 -0.227
N -0.512 1.037 0.229
N 2.096 -1.476 -0.310
O -2.534 1.848 -0.133
O 1.733 1.094 0.489
S -3.639 -1.401 -0.537
H -0.145 -1.701 -0.336
H -0.505 2.084 0.614
H 2.269 -2.449 -0.118
H 1.290 2.004 0.814
H 2.805 -0.796 -0.109


Q: What are the energies relative to the best structure? A: one 266.3; two 0.0, in kJ/mol.


--- one ---
18
Properties=species:S:1:pos:R:3 method="wB97M-V/def2-TZVPD" charge=-1 e_homo_ev=-3.85 gap_ha=0.2837
O 1.292 1.555 -0.508
C 0.693 0.595 0.123
O 0.768 -0.146 1.075
C -0.638 0.148 -0.698
C -0.670 -1.349 -1.252
N -0.833 0.999 -1.804
H -1.390 0.343 0.009
H -1.196 -1.911 -0.584
H -1.109 -1.487 -2.220
H 0.343 -1.683 -1.424
H -0.446 1.905 -1.531
H -0.390 0.548 -2.634
H -1.250 1.168 3.078
H -1.223 1.857 1.800
O -1.025 1.885 2.656
H 2.299 -0.665 1.541
H 2.069 -2.131 0.869
O 2.703 -1.630 1.504


--- two ---
18
Properties=species:S:1:pos:R:3 method="wB97M-V/def2-TZVPD" charge=-1 e_homo_ev=-4.70 gap_ha=0.3050
C -0.367 2.181 -0.320
N -0.386 0.769 -0.035
C 0.774 -0.039 -0.151
O 1.899 0.486 -0.195
O 0.542 -1.287 -0.059
C -1.721 2.769 0.147
H 0.381 2.747 0.248
H -0.308 2.364 -1.374
H -1.267 0.307 0.051
H -1.734 3.851 0.191
H -2.000 2.302 1.108
H -2.609 2.521 -0.436
H 1.030 -3.745 -0.595
H 1.915 -2.954 -1.629
O 1.379 -3.713 -1.484
H 0.312 -2.393 1.135
H 1.547 -2.962 1.764
O 0.615 -3.205 1.633


Q: What are the energies relative to the best structure? A: one 219.9; two 0.0, in kJ/mol.


--- one ---
51
Properties=species:S:1:pos:R:3 method="wB97M-V/def2-TZVPD" charge=-1 e_homo_ev=-5.28 gap_ha=0.2911
I 0.200 1.752 0.339
C 3.024 0.583 4.187
C 1.616 0.990 4.414
O 0.697 0.275 3.637
O 3.122 -0.821 4.400
H 3.638 1.071 4.966
H 3.403 0.883 3.205
H 1.477 2.066 4.241
H 1.345 0.791 5.454
H 0.786 0.598 2.725
H 4.036 -1.085 4.268
C -3.353 1.200 2.955
C -4.752 1.477 2.524
O -5.468 0.255 2.483
O -2.690 0.385 1.993
H -3.383 0.582 3.863
H -2.764 2.098 3.139
H -4.747 1.943 1.530
H -5.219 2.177 3.231
H -6.406 0.452 2.503
H -1.879 0.863 1.756
C -2.283 -0.062 -2.880
C -3.583 -0.342 -3.573
O -4.233 -1.489 -3.033
O -2.471 0.048 -1.489
H -1.870 0.858 -3.307
H -1.566 -0.870 -3.101
H -3.385 -0.440 -4.652
H -4.246 0.538 -3.502
H -4.857 -1.821 -3.681
H -1.714 0.527 -1.106
C 1.826 0.669 -3.762
C 1.842 1.054 -5.245
O 2.888 0.400 -5.950
O 0.649 1.188 -3.196
H 2.728 1.067 -3.281
H 1.832 -0.432 -3.735
H 1.966 2.143 -5.330
H 0.897 0.797 -5.718
H 3.716 0.622 -5.512
H 0.739 1.200 -2.227
C 3.585 -2.635 0.786
C 2.368 -2.121 0.065
O 1.391 -1.653 0.981
O 3.187 -3.407 1.945
H 4.255 -1.810 1.061
H 4.160 -3.318 0.147
H 1.957 -2.931 -0.551
H 2.740 -1.303 -0.569
H 0.905 -0.980 0.480
H 3.892 -4.033 2.120


--- two ---
51
Properties=species:S:1:pos:R:3 method="wB97M-V/def2-TZVPD" charge=-1 e_homo_ev=-5.86 gap_ha=0.3111
I 0.992 0.837 -0.501
C -3.201 3.643 2.173
C -2.618 3.709 0.810
O -1.205 3.694 0.804
O -4.629 3.787 2.296
H -2.810 4.456 2.784
H -2.871 2.778 2.749
H -3.068 4.614 0.403
H -2.927 2.876 0.179
H -0.981 2.894 0.323
H -4.628 4.498 2.940
C 2.507 -0.302 -4.225
C 3.435 -1.467 -4.480
O 4.176 -1.261 -5.642
O 3.203 0.748 -3.560
H 1.670 -0.528 -3.564
H 2.080 0.219 -5.082
H 2.928 -2.417 -4.645
H 4.146 -1.605 -3.665
H 4.475 -0.354 -5.741
H 2.660 1.055 -2.831
C 1.515 -4.709 -0.630
C 2.319 -3.402 -0.983
O 1.456 -2.611 -1.767
O 2.461 -5.755 -0.434
H 0.846 -4.992 -1.442
H 0.954 -4.528 0.288
H 3.150 -3.710 -1.618
H 2.647 -2.942 -0.050
H 1.275 -1.807 -1.274
H 3.230 -5.543 0.101
C -2.292 -2.322 0.203
C -2.725 -0.810 0.242
O -2.353 -0.129 -0.954
O -2.681 -3.102 1.371
H -1.215 -2.156 0.205
H -2.623 -2.883 -0.671
H -2.241 -0.326 1.091
H -3.807 -0.790 0.373
H -1.443 0.174 -0.940
H -2.936 -2.420 1.997
C 0.381 1.588 3.497
C -0.031 3.010 3.896
O 0.394 3.959 2.957
O -0.563 0.926 2.727
H 0.566 1.036 4.418
H 1.337 1.666 2.979
H 0.403 3.107 4.892
H -1.110 3.152 3.945
H -0.098 3.686 2.179
H -0.151 0.762 1.876


Q: What are the energies relative to the best structure? A: one 14.1; two 0.0, in kJ/mol.


--- one ---
14
Properties=species:S:1:pos:R:3 method="wB97M-V/def2-TZVPD" charge=-1 e_homo_ev=-2.50 gap_ha=0.1936
C 2.481 -1.005 0.350
C 0.424 1.808 0.236
C -1.005 0.125 -1.495
C -1.304 -0.076 0.865
N -0.776 0.409 -0.227
O 0.475 2.398 -0.796
O 0.619 1.820 1.407
O 2.019 -1.434 1.325
S 3.455 -0.530 -0.747
S -2.269 -1.610 0.790
H -0.706 0.946 -2.183
H -1.487 -0.670 -1.910
H -0.790 0.193 1.844
H -1.136 -2.374 0.541


--- two ---
14
Properties=species:S:1:pos:R:3 method="wB97M-V/def2-TZVPD" charge=-1 e_homo_ev=-5.08 gap_ha=0.2951
C -2.186 -1.450 -0.235
C -0.344 0.125 -0.745
C -0.440 -0.314 0.532
C 0.561 1.005 -1.508
N -1.491 -1.165 0.790
O 2.256 -0.960 1.568
O 1.791 1.514 1.462
O 0.852 0.060 3.274
S -1.748 -0.556 -1.697
S 1.403 0.166 1.949
H -3.056 -2.139 -0.436
H 0.994 1.628 -0.821
H 1.303 0.425 -1.837
H 0.105 1.661 -2.295


Q: What are the energies relative to the best structure? A: one 0.0; two 13.4, in kJ/mol.


--- one ---
10
Properties=species:S:1:pos:R:3 method="wB97M-V/def2-TZVPD" charge=0 e_homo_ev=-9.39 smiles=C#CC#CCO gap_ha=0.3711
C -2.094 0.790 -2.147
C -1.095 0.117 -2.080
C -0.087 -0.152 -1.172
C 0.493 -0.074 -0.118
C 1.094 -0.019 1.209
O 1.480 -1.295 1.671
H -2.902 1.450 -1.954
H 1.993 0.603 1.178
H 0.383 0.471 1.897
H 0.735 -1.891 1.517


--- two ---
10
Properties=species:S:1:pos:R:3 method="wB97M-V/def2-TZVPD" charge=0 e_homo_ev="-9.16 / -8.74" gap_ha="0.2793 / 0.2478"
C -1.789 0.847 -1.070
C 2.562 1.113 0.665
C -1.151 -0.117 -0.737
C 1.489 0.564 0.492
C -0.469 -1.206 -0.201
O -0.889 -1.656 1.034
H -2.137 1.736 -1.466
H 3.447 1.620 0.525
H 0.110 -1.849 -0.924
H -1.174 -1.052 1.682


Q: What are the energies relative to the best structure? A: one 0.0; two 362.0, in kJ/mol.


--- one ---
19
Properties=species:S:1:pos:R:3 method="wB97M-V/def2-TZVPD" charge=+2 e_homo_ev="-18.20 / -18.20" gap_ha="0.2840 / 0.2838"
C 0.699 1.327 1.610
C -0.047 0.047 -0.389
C 1.800 2.108 1.142
C -0.581 -1.648 -2.196
N 0.247 0.212 0.919
N 0.117 1.498 2.796
N -0.137 -1.211 -0.852
O -0.353 0.963 -1.217
O 4.059 3.213 1.512
S 2.802 3.122 2.179
H -0.666 1.859 -0.856
H 2.326 2.080 0.230
H -1.411 -1.174 -2.575
H -0.915 -2.708 -2.185
H 0.123 -1.484 -2.919
H 0.258 -0.707 1.407
H 0.411 2.241 3.373
H -0.664 0.825 3.184
H -0.254 -2.007 -0.236


--- two ---
19
Properties=species:S:1:pos:R:3 method="wB97M-V/def2-TZVPD" charge=+2 e_homo_ev=-18.34 gap_ha=0.3588
C 2.404 -0.435 0.149
C -1.336 0.250 -0.039
C 1.679 0.525 1.053
C -3.631 -0.202 -0.321
N 1.834 0.012 -1.023
N -2.491 0.653 -0.406
N 3.397 -1.322 0.265
O -0.695 -0.593 0.449
O -0.372 1.546 -0.441
S 1.147 1.532 -0.454
H 0.753 0.415 1.683
H 2.398 1.128 1.637
H -4.124 -0.566 -1.253
H -3.458 -1.122 0.236
H -4.517 0.208 0.202
H 2.063 -0.184 -1.994
H -2.521 1.603 -0.555
H 3.601 -1.593 1.199
H 3.869 -1.855 -0.388


Q: What are the energies relative to the best structure? A: one 25.9; two 0.0, in kJ/mol.